Here is a cluster of 2 separate species, C4H6N2O in total at a distorted geometry from the Open Molecules 2025 dataset. Energies are from ωB97M-V/def2-TZVPD.

Structure (XYZ):
```
13
Properties=species:S:1:pos:R:3:forces:R:3
C -1.4455 1.6191 -0.7633 2.65 -3.50 1.07
C 0.0850 -0.1349 -0.0273 0.06 -1.47 0.10
C -1.9781 2.7827 -1.1046 -5.34 3.81 -1.72
C 1.8245 -2.8423 0.8241 -2.67 -0.90 0.81
N -0.7727 0.7080 -0.4804 -2.03 2.69 -0.69
N 0.6724 -1.0574 0.2986 0.45 0.45 -0.02
O 2.0292 -2.6471 2.0429 0.83 -0.01 1.63
H -3.1583 3.0007 -1.2180 1.96 -1.49 0.71
H -1.7686 3.1475 -2.0888 0.99 -0.30 -1.19
H -1.7377 3.6090 -0.4849 0.84 0.65 1.34
H 2.5141 -2.6114 0.1087 2.25 0.61 -1.79
H 0.8546 -3.3462 0.3804 1.96 0.56 1.88
H 2.8811 -2.2277 2.5127 -1.95 -1.12 -2.12
```
Forces are in eV/Å.

## Properties
Max |F|   6.78 eV Å⁻¹
E_tot   -9249.6646 eV
Relative energy (zero: lowest compared OMol25 entry of this formula, charge and spin)   1.729 eV
Net charge   +2


Here is a cluster of 2 separate species, C6H16N2 in total at a distorted geometry from the Open Molecules 2025 dataset. Energies are from ωB97M-V/def2-TZVPD.

Structure (XYZ):
```
24
Properties=species:S:1:pos:R:3:forces:R:3
C -3.4663 0.0722 -0.4827 0.72 0.53 0.26
C -1.9686 0.3247 -0.5752 0.46 -0.41 1.28
N -1.2419 -0.5596 0.3100 0.70 1.83 -0.65
C 2.2224 0.6871 1.5925 -0.55 0.42 -1.71
C 0.7329 0.8765 1.3661 -0.66 0.87 0.70
C 0.1037 -0.2180 0.4146 -1.04 -3.84 1.98
C 0.8288 -0.1308 -0.9861 2.27 2.90 -1.97
N 2.1868 -0.4852 -0.9300 -1.16 -1.24 -0.40
H -3.6498 -0.9991 -0.4687 -0.17 0.02 -0.20
H -3.8393 0.5150 0.4452 -0.07 -0.18 -0.12
H -3.9200 0.5844 -1.3157 -0.59 -0.11 -0.28
H -1.5860 0.2463 -1.6130 0.05 -0.33 -0.04
H -1.6778 1.3388 -0.2664 -0.31 0.37 -0.31
H 1.2401 -3.1028 -0.5168 -0.06 -0.10 0.01
H 2.5025 0.3867 0.5148 0.79 -0.12 0.95
H 2.5471 -0.0857 2.2960 -0.53 0.00 -0.22
H 2.7385 1.6173 1.8286 -0.09 0.04 -0.19
H 0.2307 0.8040 2.3359 -0.36 -0.27 -0.38
H 0.3979 1.8103 0.8970 0.77 0.32 0.36
H 0.4455 -1.1248 0.9427 0.71 0.03 -0.30
H 0.2534 -0.6753 -1.7517 -0.17 -0.30 0.55
H 0.8360 0.9617 -1.2955 -0.88 -0.84 0.03
H 1.3762 -3.0205 -1.2396 0.00 -0.06 0.00
H 2.7072 0.1766 -1.5017 0.17 0.49 0.65
```
Forces are in eV/Å.

## Properties
Max |F|   4.45 eV Å⁻¹
E_tot   -9454.5324 eV
Relative energy (zero: lowest compared OMol25 entry of this formula, charge and spin)   7.542 eV
Net charge   0


Here is a cluster of 2 separate species, C9H19NO6PS in total at a distorted geometry from the Open Molecules 2025 dataset. Energies are from ωB97M-V/def2-TZVPD.

Structure (XYZ):
```
37
Properties=species:S:1:pos:R:3:forces:R:3
C 4.8643 0.6031 1.6218 -0.76 0.86 -0.09
S 3.2453 0.0566 0.9618 -1.65 -6.76 -0.74
O 2.5144 -0.8011 1.9430 1.63 3.25 -0.86
O 3.3622 -0.7138 -0.3130 0.53 3.20 1.95
C 2.1254 1.4782 0.5943 0.46 0.17 -0.12
N 1.3238 1.9134 1.5147 1.51 0.67 -2.58
C 0.5106 3.0059 0.9315 -3.59 0.74 -1.12
C -0.9887 2.5097 0.7387 -0.48 -0.21 0.43
P -1.1449 0.6693 0.5730 -1.98 -3.13 2.58
O -0.8097 0.0121 1.9010 0.55 1.76 -2.61
O -0.2480 0.0218 -0.6749 -0.96 1.47 1.27
O -2.7433 0.2865 0.2419 3.09 1.22 -0.42
C 1.0313 3.3446 -0.5254 1.78 -0.18 1.18
C 2.0816 2.1751 -0.7908 -0.30 0.75 1.19
H 5.6030 -0.1622 1.3011 -0.65 0.48 0.11
H 5.0714 1.6120 1.1893 0.11 -0.84 0.30
H 4.7518 0.6635 2.7284 0.10 -0.12 -0.86
H 1.2731 1.5362 2.4668 -0.29 -0.18 -0.27
H 0.3959 3.8929 1.5952 0.79 -0.77 -0.33
H -1.5031 3.0183 -0.1035 0.55 -0.14 0.51
H -1.5572 2.7806 1.6646 0.22 -0.63 -0.76
H -0.6712 0.1568 -1.5371 -0.04 -0.15 0.01
H -2.6676 -0.6383 -0.0721 -0.78 -0.16 -0.24
H 0.2595 3.4634 -1.3089 0.30 -0.45 0.76
H 1.5618 4.3199 -0.4660 -0.21 -0.68 -0.19
H 3.0952 2.6188 -0.9341 -0.60 -0.57 -0.21
H 1.8080 1.5074 -1.6380 0.44 0.20 0.91
C -3.8217 -3.9758 -0.1960 -0.02 0.37 0.13
C -3.2120 -3.3220 -1.4053 -0.03 0.02 0.04
O -3.1277 -2.1112 -1.4952 0.29 0.13 0.18
C -2.7103 -4.2220 -2.5002 0.06 0.36 -0.21
H -4.1393 -3.2086 0.5100 0.01 -0.05 -0.04
H -4.6927 -4.5631 -0.4910 0.12 -0.16 0.02
H -3.0853 -4.6174 0.2906 -0.10 -0.16 -0.09
H -3.5326 -4.8202 -2.8957 0.09 -0.16 0.11
H -1.9253 -4.8739 -2.1138 -0.15 -0.14 0.01
H -2.2981 -3.6163 -3.3069 -0.04 -0.04 0.05
```
Forces are in eV/Å.

## Properties
Max |F|   6.99 eV Å⁻¹
E_tot   -43533.7739 eV
Net charge   +1


Here is a structure of composition C9H20F6N4Na2O12S6 at a distorted geometry from the Open Molecules 2025 dataset. Energies are from ωB97M-V/def2-TZVPD.

Structure (XYZ):
```
59
Properties=species:S:1:pos:R:3:forces:R:3
Na 4.6384 0.3962 2.0011 0.51 -0.15 -0.08
Na 2.7231 1.9439 0.3489 -0.39 0.70 -0.51
C 0.6751 -1.1537 0.6765 0.20 -0.37 -0.07
C -0.5737 -1.4893 -0.1510 0.29 0.74 0.31
C -1.6807 -1.8546 0.8052 -0.76 -1.57 -0.14
N -3.0614 -2.1179 0.1823 -0.01 0.93 0.20
C -2.9482 -3.1283 -0.9495 -0.60 0.06 -0.30
C -4.2312 -3.2484 -1.7769 0.11 0.00 0.28
C -4.6959 -1.9033 -2.2945 -0.69 -0.28 0.02
C -4.9120 -0.9824 -1.0897 0.77 -0.17 -1.42
C -3.5825 -0.8021 -0.3641 -0.81 0.00 0.09
C -3.9280 -2.6704 1.2677 -0.27 0.56 -0.29
H 1.3227 -0.5314 0.0745 0.33 -0.01 -0.27
H 1.2019 -2.0793 0.9144 0.16 0.16 0.15
H 0.4966 -0.5991 1.5995 -0.36 -0.06 -0.02
H -0.3368 -2.3122 -0.8224 0.03 -0.02 0.04
H -0.7854 -0.6081 -0.7596 -0.29 -0.08 0.09
H -1.8207 -1.1787 1.6460 -0.08 0.39 -0.31
H -1.5174 -2.8439 1.2449 0.64 0.12 0.15
H -2.1459 -2.7920 -1.6006 0.07 -0.04 0.12
H -2.7306 -4.1047 -0.5203 0.41 0.15 0.19
H -4.0631 -3.9381 -2.6054 0.24 -0.03 0.09
H -5.0359 -3.6942 -1.1841 0.09 -0.03 0.08
H -3.9961 -1.5113 -3.0343 -0.01 0.20 0.10
H -5.6544 -2.0932 -2.7836 0.09 0.29 -0.22
H -5.2508 0.0004 -1.4144 -0.03 0.03 0.10
H -5.7104 -1.4502 -0.5159 0.10 0.31 0.48
H -2.7652 -0.4397 -0.9845 -0.40 0.18 -0.33
H -3.7543 -0.0388 0.3966 0.57 -0.47 0.58
H -3.9005 -2.0247 2.1444 0.59 -0.14 0.07
H -3.5667 -3.6792 1.4347 -0.30 -0.04 0.42
H -4.9759 -2.6229 0.9856 0.10 -0.49 -0.35
N 4.3943 0.6560 -0.5460 1.54 -3.26 -0.47
S 5.2719 1.2667 -1.7028 1.62 6.28 -3.75
O 4.8044 0.9287 -3.0129 0.45 -0.81 0.71
O 6.6837 1.4611 -1.4895 -1.31 -1.06 0.40
F 4.7211 2.7542 -1.5788 -0.32 0.02 0.71
S 4.9758 -0.9117 -0.8936 -1.94 -3.97 2.26
O 6.2671 -1.1941 -0.3387 -0.37 0.86 -0.68
O 4.4833 -1.6648 -2.0158 0.65 1.64 0.89
F 4.0399 -1.5299 0.3039 -0.31 0.21 0.45
N 3.4999 2.4142 2.4946 -3.13 0.07 3.17
S 4.4114 3.6373 2.7507 7.19 4.14 -3.77
O 5.4902 3.4648 3.6906 -1.56 -0.36 -0.05
O 3.9613 4.9685 2.4546 -1.16 -1.11 1.43
F 5.2065 3.4057 1.3220 -0.08 -0.76 0.30
S 2.4516 2.7928 3.8302 -3.57 -3.12 0.83
O 1.4209 3.7360 3.5684 1.14 0.09 -0.38
O 3.0012 2.6670 5.1409 0.71 0.47 -0.99
F 1.6484 1.3839 3.7006 0.47 0.21 -0.38
N 0.8921 2.7040 -0.7734 -2.95 -0.20 1.71
S -0.6637 2.8524 -0.0934 1.29 0.14 2.27
O -1.4369 1.6339 -0.1387 0.27 0.81 -0.29
O -1.2401 4.1497 -0.2242 -0.08 -1.03 -0.59
F -0.1565 2.8612 1.4194 0.23 -0.29 -0.40
S 0.5308 2.8110 -2.2912 0.92 0.75 -4.40
O 0.3187 4.1538 -2.7555 0.40 -0.91 0.51
O -0.3511 1.8098 -2.8188 -0.18 -0.07 0.69
F 1.9397 2.3394 -2.8737 -0.18 0.40 0.55
```
Forces are in eV/Å.

## Properties
Max |F|   9.11 eV Å⁻¹
E_tot   -130334.6980 eV
Relative energy (zero: lowest compared OMol25 entry of this formula, charge and spin)   0.000 eV
Net charge   0


| no. | HOMO energy (eV) |
| --- | --- |
| 1 | -21.1 |
| 2 | -7.4 |
| 3 | -12.2 |
| 4 | -9.9 |